Entry 1:
Computed, not measured: a 2-piece molecular cluster, C5H14S overall at a distorted geometry, with ωB97M-V with the def2-TZVPD basis set.

Kohn-Sham gap: 9.43 eV
Max |F|: 2.59 eV/Å
Relative energy (zero: lowest compared OMol25 entry of this formula, charge and spin): 122.6 kJ/mol
Structure (SMILES): CCSC.CC
Total energy: -597.030627 Eh
Molecular weight: 106.23 g/mol

XYZ file:
```
20
Properties=species:S:1:pos:R:3:mulliken_charge:R:1
S 1.60 -1.62 -1.49 -0.123
C -1.86 1.37 1.39 -0.811
C 1.57 0.20 -1.74 -0.468
C -1.99 -0.12 1.08 -0.569
C 1.88 -2.18 0.22 -0.824
C 0.34 0.85 -1.18 -0.477
H -2.62 -0.29 0.20 0.261
H 0.99 -2.39 0.79 0.253
H -2.44 2.07 0.76 0.280
H -0.46 0.88 -1.93 0.289
H 2.46 0.60 -1.24 0.264
H -2.09 1.59 2.43 0.326
H -1.06 -0.65 0.76 0.011
H 2.43 -1.44 0.77 0.278
H -2.42 -0.53 2.00 0.329
H 2.63 -2.95 0.00 0.332
H 1.68 0.50 -2.79 0.330
H -0.10 0.36 -0.27 -0.313
H -0.88 1.83 1.20 0.269
H 0.32 1.94 -0.97 0.364
```

---

Entry 2:
Computed, not measured: C3H3ClN2OS in the gas phase at a distorted geometry, with ωB97M-V with the def2-TZVPD basis set.

Kohn-Sham gap: 8.66 eV
Max |F|: 1.17 eV/Å
Relative energy (zero: lowest compared OMol25 entry of this formula, charge and spin): 210.7 kJ/mol
Structure (SMILES): On1[nH]c(Cl)cc1=S
Total energy: -1159.160013 Eh
Molecular weight: 150.59 g/mol

XYZ file:
```
11
Properties=species:S:1:pos:R:3:mulliken_charge:R:1
Cl 2.64 1.16 -1.07 -0.150
S -2.23 0.50 1.34 -0.450
O -1.20 -1.84 -0.21 -0.370
N -0.30 -0.87 0.16 0.273
N 0.72 -0.64 -0.76 -0.342
C -0.72 0.31 0.69 0.282
C 1.18 0.63 -0.41 0.390
C 0.31 1.25 0.40 -0.626
H -2.07 -1.36 -0.04 0.299
H 1.40 -1.43 -0.81 0.283
H 0.27 2.29 0.70 0.409
```